Record 1
# C4H10OSi

A cluster of 2 separate species, C4H10OSi in total at a distorted geometry (ωB97M-V/def2-TZVPD, OMol25).

The energy above the lowest of the compared OMol25 structures with the same formula, charge and spin comes out at 44.7 kcal/mol. The energy comes out at -14233.6815 eV. Its structure (SMILES) is C[SiH](C)O.C#C. For the gap between HOMO and LUMO, the calculation gives 10.95 eV. The net charge is 0.

Cartesian coordinates (Å):
1 C 1.170776 -0.226587 1.880522
2 Si 0.719555 0.277144 0.021407
3 C 2.341664 0.580402 -0.928261
4 O -0.254465 -0.841477 -0.659443
5 H 2.111075 0.102641 2.184084
6 H 0.321566 0.054092 2.481954
7 H 1.332820 -1.265080 1.912071
8 H 0.179094 1.663416 0.108680
9 H 2.545146 1.602290 -1.236175
10 H 3.044004 -0.021865 -0.218007
11 H 2.262653 0.020309 -1.899860
12 H -0.456279 -0.653135 -1.570568
13 C -4.376083 -0.167417 -0.325177
14 C -3.268288 -0.429534 -0.673161
15 H -5.381006 -0.039428 -0.154371
16 H -2.292237 -0.655777 -0.923688

Atoms 1-6, force components in eV/Å:
-1.85 0.13 -2.87
2.08 1.67 2.00
-0.38 -2.72 0.12
-0.20 -0.46 0.12
1.33 1.52 0.61
0.08 0.10 0.58


Record 2
# C30H33ClN3OSSe3SiTcTe

A structure of composition C30H33ClN3OSSe3SiTcTe at a distorted geometry (ωB97M-V/def2-TZVPD, OMol25).

The energy comes out at -274930.5685 eV. For the gap between HOMO and LUMO (spin up / spin down), the calculation gives 5.98 / 6.13 eV. The net charge is -1. The spin multiplicity is 4.

Cartesian coordinates (Å):
1 Tc -1.204536 -0.996954 -0.761271
2 Se -2.319457 1.153411 -0.932260
3 Se -4.363944 0.914940 -2.098521
4 Te -3.664988 -0.604182 -4.199550
5 Se -2.255785 -2.220424 -2.664868
6 C -1.429376 0.849699 6.054773
7 C -2.181720 0.979930 4.765774
8 N -2.391675 -0.257754 4.050733
9 C -3.690006 -0.883013 4.164570
10 C -3.665111 -2.252390 4.816264
11 C -1.459895 -0.634288 3.071693
12 S -1.876795 -1.927203 2.018211
13 N -0.353953 0.022821 3.036528
14 C 0.389268 0.160189 1.850210
15 O 0.095780 -0.063007 0.642069
16 C 1.773873 0.606645 2.044142
17 C 2.582134 0.944996 0.983944
18 C 3.886082 1.325579 1.188469
19 C 4.430933 1.397049 2.452181
20 C 3.611410 1.037162 3.532664
21 C 2.321142 0.668555 3.337606
22 H -1.480961 1.771844 6.619428
23 H -0.356327 0.640782 5.848119
24 H -1.818335 0.102392 6.707886
25 H -1.653073 1.677740 4.149766
26 H -3.147290 1.473606 4.799662
27 H -4.057546 -0.967384 3.122592
28 H -4.366073 -0.188270 4.655282
29 H -3.206869 -2.854170 4.035813
30 H -4.739427 -2.490660 4.988619
31 H -3.142072 -2.215416 5.786588
32 H 2.177321 1.003270 -0.045758
33 H 4.489808 1.490415 0.324362
34 H 5.532039 1.646658 2.602088
35 H 3.973113 1.154788 4.513790
36 H 1.715194 0.449074 4.208339
37 C -2.175258 3.527320 -6.234453
38 Si -1.594391 4.231109 -4.608620
39 C -0.785089 5.987919 -4.716493
40 C -2.988251 4.477442 -3.429904
41 C -0.367371 3.016455 -4.002791
42 C 0.361689 2.088537 -3.711305
43 H -2.870554 4.272926 -6.685870
44 H -2.793078 2.608682 -6.228480
45 H -1.442224 3.389616 -7.047937
46 H -1.351274 6.733028 -4.207973
47 H -0.614070 6.375627 -5.677849
48 H 0.164954 5.877252 -4.226814
49 H -3.743470 4.943733 -4.023816
50 H -2.645127 5.065530 -2.590249
51 H -3.459590 3.512367 -3.067455
52 Cl 3.099106 -3.425771 1.879819
53 C 1.740328 -3.628113 0.882831
54 C 1.264871 -4.887232 0.623315
55 C 0.130073 -5.027215 -0.187519
56 C -0.454731 -3.886244 -0.610983
57 N 0.028454 -2.660757 -0.364294
58 C 1.089238 -2.533646 0.393850
59 H 1.688001 -5.763246 1.092283
60 H -0.302659 -5.999439 -0.396351
61 H -1.330878 -3.931114 -1.304862
62 H 1.538875 -1.582118 0.633633
63 C 1.164696 1.050431 -3.367537
64 C 1.881624 0.154174 -2.986501
65 C 2.600801 -1.022967 -2.659296
66 C 1.902359 -2.224276 -2.786855
67 C 2.539922 -3.404555 -2.516168
68 C 3.868178 -3.497788 -2.150552
69 C 4.554337 -2.277410 -1.978051
70 C 3.902824 -1.063674 -2.157094
71 H 0.840773 -2.164070 -3.036757
72 H 2.017224 -4.325298 -2.670059
73 H 4.383356 -4.465550 -2.012384
74 H 5.573876 -2.313197 -1.615036
75 H 4.429575 -0.144899 -1.915361

Atoms 1-6, force components in eV/Å:
-0.61 0.81 0.11
-0.31 0.15 -0.26
0.29 -0.79 -1.11
0.21 0.49 1.82
-0.29 0.69 -0.36
0.93 0.40 0.12


Record 3
# C27H35BN

A cluster of 2 separate species, C27H35BN in total at a distorted geometry (ωB97M-V/def2-TZVPD, OMol25).

The energy above the lowest of the compared OMol25 structures with the same formula, charge and spin comes out at 15.5 kcal/mol. The energy comes out at -30725.2319 eV. For the gap between HOMO and LUMO, the calculation gives 6.00 eV. The net charge is +1.

Cartesian coordinates (Å):
1 C -0.999185 2.929806 -0.811544
2 C -0.767070 3.723379 -1.984237
3 C -1.629742 3.614573 -3.111503
4 C -1.424512 4.395827 -4.245661
5 C -0.364527 5.316137 -4.288424
6 C 0.504847 5.427370 -3.196318
7 C 0.318405 4.640642 -2.064896
8 C -0.097202 2.809978 0.239771
9 C -0.297247 2.087769 1.425907
10 C 0.465251 2.424148 2.600990
11 C 0.749149 1.479242 3.623666
12 C 1.595825 1.824693 4.679493
13 C 2.120097 3.121682 4.783702
14 C 1.785457 4.087356 3.824328
15 C 0.974826 3.747742 2.752036
16 H -1.959923 2.408660 -0.737663
17 H -2.447491 2.890224 -3.070405
18 H -2.088044 4.293900 -5.105098
19 H -0.211268 5.947488 -5.165217
20 H 1.338730 6.131374 -3.220267
21 H 1.010540 4.732599 -1.225831
22 H 0.872694 3.318358 0.144318
23 H -1.137380 1.395845 1.512667
24 H 0.320530 0.479185 3.540050
25 H 1.859080 1.075128 5.425934
26 H 2.795066 3.378915 5.598554
27 H 2.158716 5.110831 3.913111
28 H 0.701998 4.505696 2.013539
29 C -1.055056 -0.198238 -1.250129
30 C -0.712003 -1.663601 -1.384989
31 C -1.964005 -2.379796 -1.889651
32 N -0.211811 -2.257234 -0.051882
33 C -0.353108 -3.742721 -0.175422
34 C 0.350595 -4.370599 -1.208882
35 C 0.255268 -5.760602 -1.370676
36 C -0.555453 -6.497802 -0.497839
37 C -1.258365 -5.855800 0.522991
38 C -1.149370 -4.464801 0.693881
39 C 1.300802 -2.013364 0.112160
40 C 1.815033 -2.856343 1.273803
41 C 1.682839 -0.562498 0.326083
42 B -1.023507 -1.591127 1.208779
43 H -0.775387 -0.323699 1.309755
44 H -1.244589 0.240945 -2.239528
45 H -1.967328 -0.052028 -0.656448
46 H -0.276231 0.395022 -0.778487
47 H 0.118243 -1.811254 -2.092868
48 H -2.370388 -1.807592 -2.729787
49 H -1.770953 -3.391714 -2.261803
50 H -2.737425 -2.428610 -1.109662
51 H 0.972185 -3.787410 -1.902340
52 H 0.806412 -6.260487 -2.175877
53 H -0.639984 -7.580467 -0.617791
54 H -1.901141 -6.416337 1.205790
55 H -1.686241 -3.964319 1.498136
56 H 1.760935 -2.352868 -0.825995
57 H 2.854265 -2.570887 1.470916
58 H 1.239632 -2.685453 2.191548
59 H 1.807512 -3.930468 1.053185
60 H 2.734158 -0.518225 0.646892
61 H 1.605002 0.034017 -0.584468
62 H 1.109373 -0.088368 1.129494
63 H -2.229089 -1.711023 1.034431
64 H -0.678439 -2.072793 2.275679

Atoms 1-6, force components in eV/Å:
0.22 -0.32 0.43
0.16 0.50 -0.65
0.17 0.09 0.34
0.13 0.00 0.09
-0.16 -0.30 0.32
0.04 -0.15 0.25


Record 4
# C18H35N3O9Si

A cluster of 4 separate species, C18H35N3O9Si in total at a distorted geometry (ωB97M-V/def2-TZVPD, OMol25).

The energy comes out at -50009.2532 eV. Its structure (SMILES) is CCN[C@](C#N)(CC#N)[Si](C)(C)C.COC(=O)OC.COC(=O)OC.COC(=O)OC. For the gap between HOMO and LUMO, the calculation gives 9.90 eV. The net charge is 0.

Cartesian coordinates (Å):
1 C 0.162986 -5.354715 0.298587
2 C 1.200529 -4.760365 -0.657536
3 N 0.883130 -3.394238 -1.057031
4 C 1.009040 -2.332913 -0.064098
5 C 1.769747 -2.701569 1.121534
6 N 2.410411 -3.072749 2.002917
7 C -0.415227 -1.843626 0.410520
8 C -1.373795 -1.952714 -0.686008
9 N -2.080796 -1.988724 -1.591243
10 Si 1.921122 -0.808826 -0.829985
11 C 3.548909 -1.463537 -1.503049
12 C 0.925552 -0.003671 -2.189513
13 C 2.325674 0.355534 0.588423
14 H 0.102929 -6.434817 0.185947
15 H -0.806027 -4.874876 0.178523
16 H 0.485272 -5.178980 1.328778
17 H 1.168720 -5.357513 -1.572893
18 H 2.215519 -4.889570 -0.266439
19 H 1.348603 -3.163508 -1.922422
20 H -0.773550 -2.523326 1.187549
21 H -0.396276 -0.816015 0.773159
22 H 4.046702 -2.109988 -0.778108
23 H 4.216355 -0.640836 -1.755030
24 H 3.360476 -2.078240 -2.386916
25 H 1.548089 0.787185 -2.615106
26 H 0.010558 0.454061 -1.818010
27 H 0.726803 -0.718753 -2.987104
28 H 1.620652 0.244803 1.416388
29 H 3.303381 0.109059 1.004742
30 H 2.336841 1.402062 0.284446
31 C -0.281650 4.233445 4.458144
32 O -0.714273 2.994251 3.889837
33 C -1.512527 3.118675 2.833268
34 O -1.883018 4.154397 2.341963
35 O -1.840086 1.898655 2.412004
36 C -2.709719 1.879090 1.275347
37 H 0.354457 3.974801 5.298896
38 H 0.287986 4.810298 3.732060
39 H -1.132568 4.812106 4.812133
40 H -2.236118 2.360873 0.421676
41 H -3.656413 2.364192 1.503685
42 H -2.885849 0.833407 1.038407
43 C 6.567269 -0.945455 -6.963204
44 O 5.373419 -0.898658 -6.177237
45 C 4.509677 -1.878687 -6.437324
46 O 4.657257 -2.755794 -7.246057
47 O 3.449835 -1.719249 -5.642614
48 C 2.436191 -2.710493 -5.818965
49 H 7.170496 -0.098986 -6.649156
50 H 7.111373 -1.869760 -6.779810
51 H 6.333360 -0.854446 -8.021962
52 H 2.824992 -3.702073 -5.593209
53 H 2.039403 -2.687042 -6.831639
54 H 1.640189 -2.474235 -5.117402
55 C -4.209078 5.350848 3.981393
56 O -5.589919 5.001244 3.825113
57 C -6.056551 4.192955 4.772954
58 O -5.429193 3.757535 5.703527
59 O -7.341017 3.943079 4.514547
60 C -7.971781 3.078708 5.461665
61 H -3.955383 5.997702 3.148544
62 H -4.058283 5.884389 4.919652
63 H -3.589685 4.466821 3.948396
64 H -7.955661 3.520955 6.455868
65 H -7.483772 2.106115 5.479256
66 H -8.999759 2.964405 5.130667

Atoms 1-6, force components in eV/Å:
0.67 0.40 0.69
-0.46 -0.66 -0.56
0.31 -0.14 0.33
-0.68 0.79 -0.45
0.34 -0.45 -0.03
-0.10 0.21 -0.01


Record 5
# C4H8N3

The ion C4H8N3 with charge +1 at a distorted geometry (ωB97M-V/def2-TZVPD, OMol25).

The energy above the lowest of the compared OMol25 structures with the same formula, charge and spin comes out at 39.2 kcal/mol. The energy comes out at -8735.6279 eV. For the gap between HOMO and LUMO (spin up / spin down), the calculation gives 8.21 / 6.39 eV. The net charge is +1. The spin multiplicity is 3.

Cartesian coordinates (Å):
1 C -0.814483 -0.098641 0.074552
2 C 1.774779 -0.042735 -0.458258
3 C 1.187644 -1.199098 0.270786
4 C -2.323501 -0.224568 -0.128513
5 N -0.044698 -1.243770 0.479994
6 N -0.187322 1.057225 0.095373
7 N 1.173624 1.152761 0.051523
8 H 2.901210 -0.066116 -0.442392
9 H 1.476701 -0.235851 -1.415047
10 H 1.827469 -1.828748 0.958283
11 H -2.881263 0.109087 0.851649
12 H -2.576365 -1.235283 -0.500758
13 H -2.597418 0.523897 -0.952778
14 H -0.615962 1.974725 0.211743
15 H 1.699585 1.357118 0.903837

Atoms 1-6, force components in eV/Å:
-2.07 -7.69 0.24
2.58 0.72 1.53
2.28 -1.44 2.62
0.38 1.99 0.31
-4.32 2.22 -0.50
3.48 5.78 -0.24